[1]
Molecular formula: C40H58As2BaN2O8S4
Method: DFT, ωB97M-V/def2-TZVPD

Properties
F_max   2.3 eV/Å
HOMO   -13.1 eV
Gap between HOMO and LUMO   8.270 eV

```
! wB97M-V def2-TZVPD RIJCOSX def2/J DEFGRID3
* xyz 2 1
Ba 0.291 0.191 -1.075
C 2.641 2.808 -3.778
C 3.602 1.715 -3.350
S 2.912 0.031 -3.222
C 2.521 -0.309 -4.986
C 1.593 -1.498 -5.155
S -0.077 -1.303 -4.434
C -0.794 -0.084 -5.603
C -1.980 0.652 -5.014
S -1.614 1.773 -3.622
C -0.675 3.089 -4.494
C 0.094 3.980 -3.537
S 1.352 3.139 -2.518
H 2.136 2.559 -4.712
H 3.203 3.734 -3.925
H 3.992 1.924 -2.353
H 4.438 1.665 -4.050
H 3.466 -0.519 -5.492
H 2.086 0.595 -5.414
H 2.005 -2.382 -4.666
H 1.466 -1.711 -6.217
H -1.122 -0.633 -6.488
H 0.000 0.601 -5.892
H -2.704 -0.054 -4.602
H -2.465 1.249 -5.789
H -1.404 3.691 -5.041
H -0.007 2.609 -5.206
H -0.581 4.438 -2.814
H 0.603 4.771 -4.094
C -4.809 -0.437 4.532
C -4.527 -1.575 3.548
C -3.998 -2.784 4.332
C -5.837 -1.951 2.840
C -3.532 -1.176 2.482
C -3.049 0.124 2.347
C -2.163 0.420 1.329
N -1.723 -0.464 0.442
C -2.181 -1.718 0.542
C -3.067 -2.098 1.546
C -1.676 -2.703 -0.435
C -2.374 -3.880 -0.683
C -1.851 -4.866 -1.517
C -0.609 -4.582 -2.085
C -0.005 -3.365 -1.833
N -0.510 -2.429 -1.037
C -2.552 -6.193 -1.696
C -4.063 -6.000 -1.871
C -2.274 -6.999 -0.416
C -2.025 -6.976 -2.901
H -5.503 -0.785 5.291
H -5.266 0.415 4.035
H -3.900 -0.116 5.036
H -4.701 -3.035 5.122
H -3.039 -2.555 4.790
H -3.882 -3.658 3.699
H -6.580 -2.233 3.579
H -5.697 -2.789 2.162
H -6.222 -1.108 2.271
H -3.350 0.902 3.027
H -1.789 1.426 1.214
H -3.386 -3.126 1.613
H -3.338 -4.025 -0.225
H -0.116 -5.297 -2.720
H 0.952 -3.126 -2.283
H -4.524 -5.555 -0.995
H -4.536 -6.964 -2.030
H -4.269 -5.372 -2.734
H -2.689 -6.503 0.458
H -1.205 -7.125 -0.265
H -2.725 -7.983 -0.495
H -2.096 -6.388 -3.813
H -2.625 -7.871 -3.034
H -0.996 -7.297 -2.759
C -1.874 3.822 -0.058
O -0.656 3.294 0.480
C 0.300 4.220 0.775
O 0.229 5.367 0.436
C 1.455 3.601 1.451
C 2.152 4.320 2.340
As 3.995 4.145 2.922
C 3.694 3.878 4.857
C 4.323 2.287 2.412
C 3.655 1.523 1.532
As 1.779 1.729 1.020
C 1.088 0.956 2.696
C 4.328 0.331 0.995
O 5.499 0.087 1.078
O 3.449 -0.508 0.371
C 4.059 -1.706 -0.118
C 5.758 2.056 2.780
O 6.541 2.864 2.348
O 6.130 1.118 3.629
C 5.208 0.246 4.253
C 1.593 5.590 2.877
O 0.449 5.731 3.215
O 2.579 6.468 3.070
C 2.230 7.724 3.653
H -2.285 3.088 -0.752
H -1.666 4.768 -0.563
H -2.576 4.005 0.758
H 3.388 4.829 5.294
H 4.635 3.580 5.322
H 2.926 3.128 5.055
H 1.623 1.394 3.543
H 1.243 -0.127 2.699
H 0.023 1.161 2.809
H 3.274 -2.283 -0.601
H 4.496 -2.263 0.713
H 4.857 -1.458 -0.821
H 5.753 -0.672 4.466
H 4.348 0.021 3.620
H 4.865 0.684 5.196
H 3.146 8.136 4.070
H 1.479 7.575 4.429
H 1.836 8.391 2.885
*
```

Mulliken atomic charge list, values in e, 99 entries: Ba 1.420; C -1.148; C -0.851; S 0.285; C -0.793; C -1.073; S 0.258; C -0.850; C -1.025; S 0.210; C -0.712; C -1.145; S 0.364; H 0.381; H 0.533; H 0.319; H 0.556; H 0.496; H 0.247; H 0.448; H 0.521; H 0.517; H 0.283; H 0.475; H 0.502; H 0.506; H 0.405; H 0.319; H 0.531; C -2.071; C 1.913; C -1.651; C -1.530; C 0.650; C -0.881; C -1.347; N -0.097; C -1.018; C -0.005; C -0.851; C 0.059; C 0.669; C -0.909; C -0.968; N 0.097; C 1.979; C -1.720; C -1.565; C -1.982; H 0.440; H 0.405; H 0.442; H 0.476; H 0.378; H 0.322; H 0.449; H 0.342; H 0.386; H 0.577; H 1.130; H 0.563; H 0.440; H 0.412; H 0.643; H 0.359; H 0.476; H 0.401; H 0.359; H 0.395; H 0.426; H 0.454; H 0.446; H 0.375; C -1.046; O 0.302; C -0.541; O -0.580; C -0.057; C 1.296; As 0.208; C -1.091; C 0.835; C -0.264; As 1.816; C -1.026; C -0.388; O -0.563; O -0.046; C -0.728; C -0.229; O -0.550; O -0.337; C -0.370; C -0.160; O -0.575; O -0.371; C -0.809; H 0.231; H 0.525

=====

[2]
Molecular formula: CH4BrP
Method: DFT, ωB97M-V/def2-TZVPD

Properties
SMILES   CPBr
F_max   3.4 eV/Å
HOMO   -9.8 eV
Gap between HOMO and LUMO   9.761 eV

```
! wB97M-V def2-TZVPD RIJCOSX def2/J DEFGRID3
* xyz 0 1
C 0.725 0.012 -0.349
P -0.574 0.765 0.775
Br -2.473 -0.214 -0.258
H 0.851 0.709 -1.207
H 0.384 -0.957 -0.656
H 1.609 0.005 0.215
H -0.522 -0.321 1.480
*
```

Mulliken charges in e: C -0.877; P 0.131; Br -0.230; H 0.275; H 0.320; H 0.322; H 0.058

=====

[3]
Molecular formula: C4H9N5
Method: DFT, ωB97M-V/def2-TZVPD

Properties
F_max   7.2 eV/Å
HOMO   -8.7 eV
Gap between HOMO and LUMO   9.113 eV

```
! wB97M-V def2-TZVPD RIJCOSX def2/J DEFGRID3
* xyz 0 1
C 2.261 -0.788 -0.067
C -0.044 -1.145 0.369
C -3.181 0.503 0.018
C -1.920 1.244 0.125
H 2.750 2.148 -0.837
H 1.427 1.576 0.393
H 2.620 -1.816 -0.185
H 0.121 -2.284 0.664
H -1.610 -2.047 -0.779
H -4.099 0.723 -0.693
H -3.727 0.048 0.918
H -1.777 2.162 -0.432
H -1.554 1.379 1.163
N 2.618 1.443 0.265
N 3.164 0.055 -0.359
N 0.919 -0.423 0.192
N -1.437 -1.134 0.049
N -1.956 -0.051 -0.559
*
```

Mulliken charges in e: C 0.010; C 0.021; C -0.346; C -0.414; H 0.263; H 0.302; H 0.358; H 0.222; H 0.347; H 0.202; H 0.223; H 0.256; H 0.257; N -0.541; N -0.359; N -0.288; N -0.366; N -0.145

=====

[4]
Molecular formula: C4H3BrNOPS
Method: DFT, ωB97M-V/def2-TZVPD

Properties
F_max   4.8 eV/Å
HOMO   -9.4 eV
Gap between HOMO and LUMO   8.637 eV

```
! wB97M-V def2-TZVPD RIJCOSX def2/J DEFGRID3
* xyz 0 1
C -0.359 -1.132 -0.300
C -0.185 -1.672 -1.518
C 1.750 -0.281 -0.710
C 0.235 2.297 1.067
N 0.619 -0.286 0.072
O -1.247 0.214 1.972
P -0.046 0.702 1.338
S 1.434 -1.241 -2.087
Br -1.454 -2.933 -2.270
H -1.380 -1.307 0.079
H -0.421 2.905 1.787
H 1.055 2.733 0.570
*
```

Mulliken charges in e: C -0.302; C 0.151; C -0.268; C -0.575; N 0.172; O -0.589; P 0.529; S 0.036; Br -0.114; H 0.371; H 0.248; H 0.343